# C41H59BN7O2Os

A molecular structure, C41H59BN7O2Os (the ωB97M-V functional and the def2-TZVPD basis, the Open Molecules 2025 dataset).

```
111
Properties=species:S:1:pos:R:3:lowdin_charge:R:1
Os 0.03 -0.32 0.21 1.598
O -0.83 -5.71 0.34 -0.080
O 0.21 -2.24 0.47 -0.258
N -0.08 1.92 -1.54 0.110
N -1.39 -0.48 -1.10 -0.085
N -1.19 -0.15 -2.42 0.101
N -0.03 1.59 -0.17 -0.092
N 1.36 -0.04 -2.34 0.101
N 1.32 -4.65 -1.01 0.178
N 1.56 -0.26 -1.01 -0.087
C 2.39 1.10 -5.16 -0.041
C 1.12 -4.55 3.82 -0.018
C 0.01 -2.64 2.84 -0.013
C 1.81 -4.64 0.19 0.066
C 4.12 0.95 0.70 -0.020
C -3.39 -2.71 0.72 -0.019
C -1.81 -6.60 0.89 -0.006
C -1.88 4.73 -2.64 -0.024
C -1.38 -4.04 -3.42 -0.061
C 2.38 -1.45 -5.17 -0.033
C 1.59 -4.90 2.57 0.015
C 2.54 -0.25 -2.98 -0.136
C -0.32 3.60 -4.24 -0.047
C -2.47 -0.44 1.48 -0.068
C -0.96 2.27 2.89 -0.049
C 0.33 -3.41 3.95 -0.006
C -2.30 -5.23 -1.52 0.001
C 1.22 -4.18 1.43 -0.141
C 0.07 3.00 2.04 -0.344
C -2.68 -0.14 -4.53 -0.327
C 2.84 -0.18 -4.45 -0.332
C -2.66 -0.94 -0.94 -0.187
C 1.49 2.75 2.56 -0.035
C -1.08 -5.16 -0.86 -0.229
C 3.49 -0.60 -2.01 0.079
C -2.44 -4.68 -2.79 -0.036
C -0.04 2.78 0.55 -0.179
C -3.24 -1.22 0.41 -0.313
C -2.33 -0.41 -3.09 -0.137
C -0.01 -4.52 -1.51 -0.147
C 2.86 -0.53 -0.78 -0.216
C -3.25 -0.93 -2.18 0.074
C -1.55 0.15 -5.51 -0.045
C 0.44 -3.01 1.56 -0.334
C -0.21 3.24 -1.65 -0.121
C -0.16 -3.98 -2.78 -0.008
C 3.45 -0.44 0.59 -0.308
C 2.44 -0.65 1.70 -0.044
C -0.47 4.13 -2.83 -0.315
C -0.17 3.79 -0.34 0.069
C -3.73 0.98 -4.58 -0.022
B 0.05 0.75 -2.65 -0.412
H -3.16 -1.07 -4.84 0.151
H -3.32 1.92 -4.20 0.075
H 0.66 3.18 -4.44 0.065
H 2.83 -0.30 2.66 0.121
H -1.95 0.08 -6.52 0.105
H -2.07 5.45 -3.44 0.101
H 1.39 -5.13 4.69 0.130
H -0.23 4.84 -0.11 0.147
H -2.04 -7.40 0.18 0.112
H 0.70 -3.54 -3.27 0.114
H 1.53 2.97 3.62 0.102
H 4.54 -0.76 -2.19 0.142
H -0.73 -0.56 -5.42 0.070
H 2.13 -1.69 1.81 0.064
H -2.71 -6.06 1.17 0.099
H -4.04 1.14 -5.61 0.101
H 2.60 1.99 -4.57 0.089
H 1.78 1.70 2.43 0.036
H 3.93 -0.18 -4.47 0.144
H -0.75 1.19 2.92 0.057
H -3.99 -3.19 -0.05 0.091
H -4.24 -0.78 0.39 0.163
H 2.95 1.19 -6.10 0.102
H -1.15 1.16 -5.39 0.050
H -2.86 -0.61 2.48 0.124
H 1.31 -1.63 -5.01 0.060
H 0.25 4.95 -2.70 0.161
H -0.47 4.43 -4.93 0.106
H -2.64 3.95 -2.71 0.086
H -0.56 -1.74 2.97 0.097
H -3.89 -2.84 1.67 0.101
H -1.41 -0.81 1.62 0.008
H 2.93 -2.32 -4.82 0.087
H -0.12 4.07 2.14 0.148
H -3.13 -5.74 -1.07 0.123
H -1.49 -3.66 -4.42 0.115
H -2.42 -3.21 0.76 0.066
H -2.46 0.63 1.28 0.074
H -0.03 -3.11 4.92 0.131
H -1.08 2.85 -4.47 0.055
H 2.55 -1.35 -6.24 0.099
H 1.33 1.07 -5.42 0.060
H 0.07 1.20 -3.72 0.077
H 3.39 1.74 0.58 0.077
H 4.59 1.05 1.68 0.102
H -2.00 5.24 -1.69 0.084
H 4.24 -1.19 0.67 0.161
H -1.98 2.43 2.54 0.089
H 2.23 -5.76 2.46 0.138
H -3.40 -4.78 -3.30 0.126
H 4.89 1.07 -0.06 0.096
H 2.81 -5.05 0.26 0.166
H -4.62 0.74 -3.99 0.086
H 1.98 -4.94 -1.73 0.185
H -1.35 -7.02 1.78 0.105
H -4.27 -1.20 -2.40 0.146
H -0.89 2.63 3.91 0.101
H 2.23 3.37 2.05 0.096
H 1.51 -0.02 1.58 0.024
```

Values from the calculation:
lowest unoccupied orbital energy (spin up / spin down) = -0.39216 / -0.39600 hartree
total charge = +3
Kohn-Sham gap (spin up / spin down) = 0.1987 / 0.1948 Eh